Entry 1:
{"formula": "C6H10", "method": "wB97M-V/def2-TZVPD", "elements": ["C", "C", "C", "C", "C", "C", "H", "H", "H", "H", "H", "H", "H", "H", "H", "H"], "coordinates": [[2.032159, -0.427505, 0.095001], [0.682437, 0.048115, -0.426479], [-0.487873, -0.934698, -0.187246], [-1.749063, -0.041100, -0.175289], [-1.183890, 1.291436, 0.192620], [0.168595, 1.352234, 0.170080], [1.998432, -0.552122, 1.183654], [2.817559, 0.301042, -0.133339], [2.317986, -1.389893, -0.346307], [0.774549, 0.212305, -1.513121], [-0.549373, -1.735152, -0.930126], [-0.345606, -1.411032, 0.795623], [-2.497684, -0.365695, 0.559546], [-2.234323, 0.030527, -1.148131], [-1.764237, 2.120600, 0.595545], [0.020330, 1.500933, 1.267970]], "atomic_forces_ev_per_a": [[0.02, -0.02, 0.07], [0.01, -0.06, 0.03], [-0.03, -0.08, -0.09], [-0.20, -0.10, -0.39], [-0.51, -0.06, -0.51], [-0.90, -0.70, 0.73], [0.02, 0.00, -0.11], [-0.13, -0.12, 0.04], [-0.06, 0.15, 0.06], [-0.02, 0.08, 0.23], [0.06, 0.06, 0.05], [-0.13, 0.14, -0.17], [0.08, 0.12, -0.26], [-0.20, -0.32, -0.21], [-0.12, -0.35, 0.21], [2.10, 1.25, 0.33]], "lowdin_charge": [-0.09, -0.40, -0.16, -0.18, -0.12, -0.10, 0.08, 0.08, 0.07, 0.14, 0.11, 0.12, 0.11, 0.11, 0.11, 0.13], "smiles": "C[C@@H]1C=CCC1", "total_charge": 0, "e_above_lowest_kcal_mol": 54.89, "homo_energy_ha": -0.3109, "e_tot_ha": -234.51504, "orbital_gap_ev": 9.6}

---

Entry 2:
{"formula": "C3H4Cl2", "method": "wB97M-V/def2-TZVPD", "elements": ["C", "C", "C", "H", "H", "H", "H", "Cl", "Cl"], "coordinates": [[0.788093, 0.356547, 0.770360], [-0.528230, 0.501067, 0.033797], [-1.026635, 1.741678, -0.250499], [1.053033, 1.380520, 0.839376], [0.888148, -0.260211, 1.661535], [-2.072806, 1.896830, -0.690281], [-0.391176, 2.598179, -0.149534], [1.974407, -0.340783, -0.278427], [-1.673028, -0.906927, -0.014693]], "atomic_forces_ev_per_a": [[-1.06, -0.22, -1.08], [-2.31, 1.07, 1.21], [-1.00, -2.28, -0.77], [0.64, 0.79, 1.00], [-0.90, 0.55, 0.21], [1.79, -0.37, 0.74], [0.20, 0.32, 0.10], [1.37, -0.87, -1.26], [1.26, 1.01, -0.16]], "lowdin_charge": [-0.65, -0.74, -0.02, 0.04, 0.08, 0.09, 0.05, 0.59, 0.56], "smiles": "C=C(Cl)CCl", "total_charge": 0, "e_above_lowest_kcal_mol": 11.75, "homo_energy_ha": -0.3649, "e_tot_ha": -1037.05302, "orbital_gap_ev": 10.6}

---

Entry 3:
{"formula": "C5H10O", "method": "wB97M-V/def2-TZVPD", "elements": ["C", "C", "C", "H", "H", "H", "H", "H", "H", "O", "C", "C", "H", "H", "H", "H"], "coordinates": [[1.051454, -2.084943, 3.341259], [0.638153, -1.161049, 4.484729], [1.409285, -0.299153, 5.118977], [0.151050, -2.587431, 3.012726], [1.581364, -1.482233, 2.604582], [1.755847, -2.799123, 3.747431], [-0.428463, -1.151795, 4.694564], [1.108366, 0.488629, 5.793530], [2.449035, -0.083566, 4.840977], [-0.471600, 2.224899, -3.823013], [-0.597596, 1.143161, -4.334251], [-1.940283, 0.484107, -4.493241], [0.311035, 0.617155, -4.684314], [-2.603159, 0.653905, -3.651807], [-1.818533, -0.593930, -4.535081], [-2.378767, 0.865909, -5.417091]], "atomic_forces_ev_per_a": [[0.12, 0.87, 1.48], [-0.45, 0.10, -0.42], [1.13, 1.14, -0.47], [0.19, -0.12, -0.62], [-0.31, -0.29, -0.38], [0.13, -0.43, -0.14], [0.07, -0.11, 0.27], [-0.74, -0.39, 0.36], [-0.14, -0.76, -0.08], [0.10, 0.11, -0.02], [-0.14, 0.38, 0.57], [0.34, -0.51, -0.02], [-0.18, -0.18, -0.19], [0.01, 0.56, 0.05], [0.02, -0.19, -0.43], [-0.15, -0.18, 0.03]], "lowdin_charge": [-0.10, -0.25, -0.04, 0.06, 0.07, 0.07, 0.08, 0.04, 0.06, 0.04, -0.32, -0.06, 0.11, 0.08, 0.07, 0.09], "smiles": "C=CC.CC=O", "total_charge": 0, "e_above_lowest_kcal_mol": 40.06, "homo_energy_ha": -0.3544, "e_tot_ha": -271.68878, "orbital_gap_ev": 10.7}

---

Entry 4:
{"formula": "C9H13BF4N4O4V", "method": "wB97M-V/def2-TZVPD", "elements": ["O", "V", "B", "F", "F", "F", "F", "O", "C", "O", "O", "H", "C", "C", "N", "H", "H", "H", "C", "C", "N", "H", "H", "H", "C", "C", "N", "H", "H", "H", "C", "C", "N", "H", "H", "H"], "coordinates": [[-1.027272, 0.079116, 0.689030], [-0.371786, 0.140022, -0.749667], [-2.768326, 1.068852, -1.748278], [-1.585638, 1.797755, -1.398696], [-2.270567, -0.176247, -1.963013], [-3.719034, 0.982528, -0.698315], [-3.292514, 1.526699, -2.912446], [1.240397, 1.068384, -4.668510], [1.196337, 0.053918, -3.762202], [1.695988, -1.029940, -4.041060], [0.613447, 0.227688, -2.651420], [1.728918, 0.592929, -5.344441], [3.575925, -2.299939, 1.155602], [2.549049, -1.431836, 0.643088], [1.684165, -0.680968, 0.302479], [4.212830, -1.866476, 1.926676], [4.223209, -2.630987, 0.343494], [2.985336, -3.136264, 1.529606], [-3.130316, 0.911552, 3.637856], [-1.930722, 0.675288, 4.367759], [-0.956556, 0.440687, 4.996061], [-2.920606, 0.437079, 2.679209], [-3.411599, 1.955799, 3.501702], [-3.939730, 0.377531, 4.135615], [1.251044, 4.585805, -0.034372], [0.909420, 3.181515, 0.023335], [0.674978, 2.058471, 0.031540], [0.503868, 5.084177, -0.651983], [2.190068, 4.783439, -0.551364], [1.210417, 5.195444, 0.868287], [-0.040616, -4.451414, 0.284308], [-0.346471, -3.173504, -0.370486], [-0.582789, -2.191080, -0.985391], [1.041873, -4.538461, 0.377855], [-0.630455, -5.228922, -0.201163], [-0.562273, -4.388641, 1.239306]], "atomic_forces_ev_per_a": [[0.63, -0.27, -1.87], [0.98, 0.54, 1.08], [-2.48, 0.67, 0.06], [0.39, 0.42, 0.66], [1.23, -2.68, -0.02], [0.91, 0.63, -0.49], [-0.32, 0.75, -0.20], [-0.15, -0.16, 0.82], [0.02, -1.86, 0.60], [0.56, 0.08, -0.86], [-1.34, 1.58, 2.25], [0.20, 0.27, -0.75], [0.01, -0.61, -0.26], [-4.04, 4.71, -1.53], [3.52, -3.75, 0.96], [-0.40, 0.16, 0.04], [-0.11, -0.09, -0.04], [0.55, -0.33, 0.32], [-0.64, -0.46, -0.72], [4.18, -0.47, 3.18], [-3.16, 0.75, -2.16], [-0.52, 0.20, -0.36], [0.29, -0.08, 0.07], [-0.10, 0.05, -0.12], [-0.37, 1.25, -0.71], [0.28, -0.52, 0.45], [-0.16, 0.27, -0.73], [-0.20, -0.22, -0.27], [0.12, -0.42, 0.18], [0.16, -0.79, 0.44], [-1.23, 1.10, 0.24], [-0.82, 3.14, -2.81], [0.98, -3.10, 2.64], [-0.30, -0.56, -0.07], [0.78, -0.25, -0.47], [0.53, 0.03, 0.47]], "lowdin_spin": [-0.22, 1.15, 0.00, 0.02, 0.03, 0.00, 0.00, 0.00, 0.00, 0.00, 0.00, 0.00, 0.00, 0.00, 0.00, 0.00, 0.00, 0.00, 0.00, 0.00, 0.00, 0.00, 0.00, 0.00, 0.00, 0.00, 0.00, 0.00, 0.00, 0.00, 0.00, 0.01, 0.01, 0.00, 0.00, 0.00], "s_squared": 0.7824, "total_charge": 0, "e_above_lowest_kcal_mol": 0.00, "spin_multiplicity": 2, "homo_energy_ha": [-0.3229, -0.3234], "e_tot_ha": -2239.28503, "orbital_gap_ev": [8.0, 8.5]}

---

Entry 5:
{"formula": "C8H12BBr2N2O", "method": "wB97M-V/def2-TZVPD", "elements": ["C", "B", "O", "C", "C", "C", "N", "N", "C", "Br", "C", "C", "Br", "C", "H", "H", "H", "H", "H", "H", "H", "H", "H", "H", "H", "H"], "coordinates": [[-0.992377, 1.185368, 3.439545], [-0.418980, -0.367079, 3.164151], [-0.823338, -1.432563, 4.102342], [0.516931, -0.546960, 1.819809], [2.191268, -0.626849, 1.886464], [2.784093, -0.803384, 0.373693], [2.138922, -0.859207, -0.951223], [0.784705, -0.794710, -0.992160], [0.037531, -0.849831, -2.341559], [-0.985653, -2.578829, -2.585481], [-0.969590, 0.468439, -2.534096], [-0.445554, 1.464779, -3.763353], [-2.907238, -0.106648, -2.812501], [0.008736, -0.671888, 0.273764], [-0.132670, 1.957956, 3.628051], [-1.746539, 1.205130, 4.355169], [-1.636028, 1.553554, 2.504033], [-1.811144, -1.586355, 3.888435], [2.803506, -0.567513, 2.883733], [3.976274, -0.904084, 0.339876], [0.871570, -0.849472, -3.161836], [-1.000409, 1.158207, -1.575047], [-0.668502, 2.580621, -3.415144], [-1.107368, 1.244697, -4.708497], [0.710248, 1.388679, -3.956535], [-1.178395, -0.662059, 0.138364]], "atomic_forces_ev_per_a": [[-0.85, -0.05, -0.08], [-1.86, 0.53, 1.70], [-0.75, 1.70, -3.59], [5.01, -1.26, -4.45], [-4.32, -0.26, -4.75], [-0.52, 0.21, 0.99], [0.09, 0.21, 4.36], [-0.96, 0.32, 5.16], [0.10, 0.63, -1.02], [1.60, 0.98, 0.58], [0.88, 1.16, 0.18], [-0.91, 0.36, 0.48], [1.51, 1.13, 0.24], [0.13, 0.15, 1.16], [-1.62, -1.39, -0.45], [1.78, -0.08, -1.83], [1.56, -0.65, 1.80], [2.05, 0.29, 0.94], [-1.13, -0.17, -2.34], [-3.07, 0.27, -0.34], [-1.58, 0.01, 1.78], [0.16, -1.86, -1.79], [0.44, -2.48, -0.83], [1.67, 0.41, 1.75], [-2.34, -0.09, 0.34], [2.95, -0.06, 0.01]], "lowdin_charge": [-0.05, -0.34, 0.03, 0.06, 0.12, -0.01, 0.09, -0.16, -0.59, 0.63, -0.67, -0.13, 0.57, 0.09, 0.09, 0.09, 0.09, 0.15, 0.14, 0.14, 0.12, 0.10, 0.10, 0.09, 0.09, 0.16], "total_charge": 1, "homo_energy_ha": -0.4761, "e_tot_ha": -5669.15293, "orbital_gap_ev": 7.3}